(1)
Here is 2 unconnected molecules or ions with the total composition CH5NO2S from OMol25. Energies are from ωB97M-V with the def2-TZVPD basis set.

* relative energy (zero: lowest compared OMol25 entry of this formula, charge and spin): 3.664 eV
* HOMO energy (alpha / beta): -4.6 / -9.9 eV
* DFT total energy: -644.23946 Eh
* frontier orbital gap (alpha / beta): 0.190 / 0.258 hartree
* multiplicity: 3

Structure (XYZ):
```
10
Properties=species:S:1:pos:R:3:forces:R:3:mulliken_spin:R:1
C -0.291001 -0.009658 0.504425 0.239 1.053 4.123 0.34
N -1.018044 0.718955 -0.419717 -2.550 0.069 0.420 0.08
O 1.776999 -1.159527 -0.515509 -0.815 -1.285 0.696 0.11
O 1.827096 1.380601 -0.217404 -0.748 3.336 -0.732 0.40
S 1.561822 0.153922 0.474607 3.273 -3.219 0.346 1.07
H -0.580461 -1.066902 0.563912 0.251 0.390 0.206 0.00
H -0.155533 0.424650 1.912936 -1.512 -0.834 -3.612 0.00
H -1.897719 1.028838 0.027652 0.087 -0.626 -0.409 0.00
H 1.150587 -1.865160 -0.202485 0.461 0.115 -0.620 0.02
H -0.645748 1.589331 -0.682174 1.314 1.000 -0.420 -0.03
```
Positions in Å, forces in eV/Å.

---

(2)
Here is 7 unconnected molecules or ions with the total composition C7H25Br6N3O3 from OMol25. Energies are from ωB97M-V with the def2-TZVPD basis set.

* total charge: +2
* relative energy (zero: lowest compared OMol25 entry of this formula, charge and spin): 1.057 eV
* HOMO energy: -13.6 eV
* DFT total energy: -16115.23822 Eh
* frontier orbital gap: 0.271 hartree

Structure (XYZ):
```
44
Properties=species:S:1:pos:R:3:forces:R:3:mulliken_charge:R:1
N 14.883260 -7.628070 3.492980 -0.616 -0.688 -0.606 -0.13
H 14.899490 -8.608630 3.734550 0.401 -0.168 0.171 0.36
H 14.421820 -7.558640 2.597250 0.816 0.187 -1.055 0.45
H 15.747680 -7.132160 3.657160 0.489 0.021 -0.494 0.38
H 14.182930 -7.164650 4.054120 -1.163 0.937 2.160 -0.06
N 13.648850 -10.004120 6.690410 -0.469 -1.894 0.501 -0.27
H 13.894550 -9.030400 6.582700 0.660 1.992 0.414 0.28
H 14.243360 -10.603100 6.135530 -0.197 -0.232 -0.754 0.39
H 12.660270 -10.075290 6.496130 -0.484 -0.266 -0.819 0.25
H 13.710210 -10.421590 7.608050 0.403 0.521 0.864 0.41
N 15.604860 -6.359360 9.117570 -0.388 -1.297 0.705 -0.27
H 16.537050 -6.710960 8.951740 0.724 0.854 -0.396 0.37
H 15.005180 -6.505360 8.318080 -0.300 -0.037 -1.331 0.05
H 15.463160 -5.423260 9.469350 0.537 0.450 0.163 0.37
H 15.262930 -7.045080 9.775570 -0.479 0.048 0.852 0.39
O 13.733260 -5.354280 7.234050 0.180 -0.018 1.525 -0.46
C 13.816380 -6.321720 6.326890 -0.452 0.524 -0.062 0.87
O 13.429830 -6.179360 5.215770 -2.278 2.530 -5.141 -0.51
O 14.306100 -7.395060 6.621400 2.796 -3.784 3.842 -1.10
H 13.136170 -4.660790 6.943940 -0.128 0.426 -0.438 0.00
Br 8.732100 -4.750070 4.369110 0.642 -1.381 0.400 -0.12
C 9.456770 -6.534930 5.059140 0.243 1.318 -0.257 -0.63
C 10.395180 -7.127370 4.015200 -1.235 0.978 -0.506 -0.39
Br 11.332900 -8.627280 4.785990 0.014 -0.646 -0.161 -0.20
H 8.538850 -7.091230 5.249010 0.403 -0.175 -0.079 0.40
H 10.027940 -6.343980 5.967660 -0.409 0.287 0.038 0.35
H 11.171560 -6.457540 3.645520 -0.173 0.116 0.445 0.21
H 9.774070 -7.422150 3.169370 0.405 -0.561 -0.027 0.46
Br 16.846570 -4.534510 5.934590 -0.072 0.446 -0.905 -0.18
C 16.557140 -3.529170 4.237110 -0.918 -0.173 -1.224 -0.66
C 15.013670 -3.307190 3.942690 1.215 0.171 0.326 -0.21
Br 14.765720 -1.839690 2.650900 0.207 -0.513 0.500 -0.11
H 17.010810 -4.094730 3.423210 -0.305 -0.730 0.209 0.41
H 17.216600 -2.665580 4.150940 -0.589 0.482 1.080 0.49
H 14.452200 -3.085200 4.850200 0.159 0.277 -0.147 0.17
H 14.533590 -4.169000 3.479110 0.318 -0.021 0.098 0.16
Br 11.603410 -2.831640 5.965610 -0.378 0.399 -0.255 -0.09
C 10.820240 -1.640170 4.597250 -0.049 0.390 -0.668 -0.61
C 11.635920 -0.372970 4.427520 0.163 0.316 1.093 -0.53
Br 11.395250 0.814240 6.043510 0.162 -0.653 -1.042 -0.13
H 9.778870 -1.414610 4.826970 0.210 -0.141 0.611 0.46
H 10.770630 -2.202070 3.664560 0.422 -0.177 0.088 0.40
H 11.347930 0.206740 3.550530 -0.301 -0.082 0.186 0.43
H 12.707560 -0.560720 4.360910 -0.186 -0.033 0.098 0.17
```
Positions in Å, forces in eV/Å.

---

(3)
Here is CHCl2O2P in the gas phase from OMol25. Energies are from ωB97M-V with the def2-TZVPD basis set.

* relative energy (zero: lowest compared OMol25 entry of this formula, charge and spin): 3.782 eV
* HOMO energy: -10.3 eV
* DFT total energy: -1450.80324 Eh
* frontier orbital gap: 0.378 hartree

Structure (XYZ):
```
7
Properties=species:S:1:pos:R:3:forces:R:3:mulliken_charge:R:1
C -0.775595 -0.227972 0.132366 -0.013 -1.267 -1.211 0.00
O 1.839692 0.124796 -0.768646 -0.748 0.486 -3.590 -0.16
O 2.182069 -0.206618 0.543119 -1.043 0.120 2.988 -0.29
P 0.786129 0.801641 0.253066 1.599 -0.703 1.041 0.36
Cl -1.240558 0.653399 -1.354938 -0.324 0.351 -0.735 -0.14
Cl -1.915279 0.157672 1.378535 -0.147 -0.026 0.714 -0.12
H -0.876456 -1.302916 -0.183501 0.676 1.038 0.793 0.35
```
Positions in Å, forces in eV/Å.

---

(4)
Here is a molecular structure, C23H62N4O13Zn from OMol25. Energies are from ωB97M-V with the def2-TZVPD basis set.

* relative energy (zero: lowest compared OMol25 entry of this formula, charge and spin): 0.000 eV
* HOMO energy: -6.5 eV
* DFT total energy: -3889.85256 Eh
* frontier orbital gap: 0.202 hartree

Structure (XYZ):
```
103
Properties=species:S:1:pos:R:3:forces:R:3:mulliken_charge:R:1
Zn 15.206764 10.000538 2.101488 1.873 -0.439 0.172 0.73
O 16.737748 5.241685 3.096903 -1.232 0.042 1.452 -0.50
C 17.449141 5.022922 2.004440 0.294 -4.036 -2.617 0.60
O 17.435239 3.917734 1.433960 -0.777 -0.356 0.794 -0.82
O 18.094759 5.970661 1.579618 1.711 4.254 -0.987 -0.69
H 17.023724 6.144167 3.256077 -0.235 0.628 1.049 0.35
O 17.061719 9.120286 5.835456 0.484 0.364 0.833 -0.61
C 16.789709 8.835326 4.592478 1.058 -3.742 -2.582 0.22
O 16.018529 9.484668 3.905049 -3.222 4.183 -0.808 -1.38
O 17.305273 7.820266 4.098891 1.359 -0.669 0.529 0.38
H 17.610325 8.368904 6.072224 0.553 -0.330 0.741 0.21
C 22.116935 8.712715 7.546226 0.687 1.968 -0.360 -1.34
C 20.776361 8.994937 8.196294 0.993 0.090 1.470 0.48
C 19.931091 10.022259 7.562325 -1.047 1.461 -2.134 -0.45
O 20.106190 7.810315 8.301799 -1.518 -1.886 0.486 -0.56
H 22.546071 7.738622 7.780942 -0.361 0.045 -0.209 0.34
H 22.842737 9.472961 7.834878 0.241 0.018 0.533 0.45
H 22.057527 8.979563 6.491064 -0.151 -0.944 -0.451 0.17
H 20.905133 9.299010 9.235074 0.397 0.100 0.205 0.37
H 18.880285 10.077435 7.846690 0.150 -0.285 0.935 0.27
H 19.800988 9.815978 6.499953 0.316 -0.319 -0.487 -0.37
H 20.289906 11.051418 7.548883 0.404 0.034 0.434 0.43
H 20.014468 7.427426 7.426251 -0.163 -0.207 -0.439 0.36
C 18.294736 12.712639 1.487924 2.721 2.246 0.789 -1.48
C 17.249462 11.946282 2.150636 0.372 -1.927 -0.574 1.50
C 16.145138 12.840738 2.542404 0.761 0.561 0.205 -1.12
O 15.014250 12.050908 2.786888 -1.382 0.060 0.396 0.24
C 13.892818 12.862021 3.123787 -1.000 0.555 -0.923 -1.23
N 16.848384 10.956860 1.139324 -1.212 0.817 -0.018 0.40
H 18.557140 13.584465 2.087217 0.217 0.219 0.297 0.45
H 18.031019 13.185908 0.542103 -0.451 -0.442 -0.235 0.46
H 19.244805 12.192389 1.366301 -0.193 -0.302 -0.125 0.24
H 17.533793 11.319584 2.995922 0.548 0.408 0.265 -1.03
H 16.069656 13.600746 1.764716 -1.055 -0.050 -0.459 0.37
H 16.454367 13.421255 3.411584 -0.198 -0.189 0.502 0.39
H 13.813733 13.618884 2.343403 0.269 0.577 0.205 0.45
H 13.900027 13.321763 4.112054 0.525 -0.191 0.026 0.25
H 12.928031 12.374454 2.983929 0.307 -0.867 0.354 0.36
H 16.942490 11.476077 0.278133 -1.170 0.071 -0.611 0.33
H 17.627457 10.328555 1.003728 0.887 -1.091 0.906 0.28
C 20.447548 9.871308 3.170256 1.317 0.251 0.003 -1.14
C 20.237119 9.410994 1.735005 -0.616 1.411 1.196 0.16
C 21.122059 8.204079 1.443365 -0.053 -0.479 -1.929 -0.91
O 22.520999 8.439339 1.219558 -0.354 0.730 0.785 -0.42
C 23.327030 7.363374 0.690860 -0.973 0.620 1.461 -0.72
N 18.774376 9.098903 1.587517 1.950 -0.372 -0.798 0.21
H 19.956923 10.769508 3.545261 -0.733 -0.170 -0.314 0.23
H 21.495013 10.140837 3.305383 0.290 -0.249 -0.012 0.71
H 20.269330 9.006832 3.809790 -0.221 0.157 0.296 -0.03
H 20.395925 10.208794 1.009470 0.607 0.079 0.013 0.27
H 20.762783 7.882243 0.465898 -0.342 -0.645 -0.159 0.59
H 20.840763 7.437532 2.165427 0.544 -0.357 0.208 0.42
H 24.344558 7.753849 0.707389 -0.138 0.013 -0.547 0.26
H 22.953656 7.027093 -0.276404 0.216 0.009 -0.092 0.30
H 23.316237 6.559524 1.426930 -0.100 -0.424 -0.218 0.27
H 18.844937 8.330535 0.935796 -0.999 -0.722 -0.103 0.24
H 18.408501 8.714230 2.446741 -0.098 -0.585 0.302 -0.74
C 15.723829 6.877267 -0.874906 0.892 2.276 -0.237 -1.33
C 15.719521 8.339361 -0.195641 -0.033 -1.521 -0.676 0.48
C 14.686007 9.325329 -0.781837 -0.620 0.647 0.007 -0.93
O 14.429077 10.415588 0.155195 1.487 -2.208 0.997 0.22
C 13.534992 11.359504 -0.213846 -2.079 0.954 -0.598 -0.88
N 15.479474 8.125288 1.228724 -1.969 0.306 0.842 0.03
H 16.110040 6.870426 -1.894159 -0.307 0.438 -0.274 0.35
H 14.712068 6.472026 -0.889568 0.238 -0.280 0.396 0.41
H 16.523475 6.339440 -0.365571 -0.539 -0.558 0.588 0.37
H 16.710465 8.783380 -0.100856 0.091 -0.033 -1.180 0.06
H 13.715778 8.903047 -1.043419 -0.214 -0.731 0.606 0.46
H 14.901893 9.798689 -1.739658 1.054 -0.067 -0.027 0.46
H 12.569089 10.896427 -0.415599 -0.247 -0.082 -0.577 0.33
H 13.883848 11.919320 -1.081597 -0.115 0.227 -0.040 0.28
H 13.286911 12.007569 0.626729 0.595 0.241 -0.034 0.17
H 16.127657 7.449797 1.607752 1.422 0.032 0.300 -0.12
H 14.640323 7.583924 1.379943 -0.740 -0.149 -0.284 0.35
C 14.991469 13.147050 7.728616 -0.193 -0.259 -0.803 -1.65
C 15.811147 12.217572 6.848330 0.876 1.140 -0.298 1.94
C 17.315985 12.597413 6.857869 -1.351 -0.441 0.453 -0.50
O 17.490876 13.862559 6.279649 1.397 1.437 -0.908 -0.37
C 18.891933 14.324809 6.317056 -0.792 -0.708 0.789 -0.78
N 15.644358 10.820459 7.241688 0.011 1.139 -0.303 -0.67
H 13.939131 13.004269 7.483077 -0.235 -0.326 0.424 0.43
H 15.145475 14.196300 7.476712 0.492 0.026 0.346 0.33
H 15.209148 12.869615 8.759993 -0.220 0.406 0.096 0.39
H 15.574253 12.373067 5.795813 -0.581 0.068 -0.419 -0.94
H 17.809214 11.847024 6.240022 0.568 -0.247 0.365 0.11
H 17.557931 12.591562 7.920660 0.880 -0.162 0.058 0.39
H 19.212621 15.114022 5.637050 -1.117 0.012 -0.524 0.30
H 19.569185 13.495400 6.113338 -0.024 -0.227 0.227 0.25
H 19.074310 14.747754 7.304969 0.158 -0.307 0.225 0.32
H 14.735317 10.584868 6.869876 -0.408 -0.424 0.290 0.36
H 16.277377 10.332417 6.624274 -0.190 -0.261 0.567 0.33
C 14.586213 6.645218 6.177644 -0.510 0.176 0.312 -0.22
O 14.115918 5.831261 5.098557 0.357 0.475 0.405 -0.50
H 14.558580 7.712244 5.956773 -0.143 0.110 -0.223 -0.07
H 13.929814 6.485985 7.033139 -0.051 -0.010 0.086 0.41
H 15.600589 6.456316 6.528992 0.149 -0.548 -0.484 0.18
H 13.929955 6.416382 4.360542 0.185 -0.205 -0.036 0.31
C 20.821736 5.800504 5.383056 0.543 -1.086 -0.280 -0.95
O 19.809464 6.792216 5.654021 1.500 -0.710 -0.104 -0.37
H 21.505649 5.510322 6.180649 -0.722 0.653 0.987 0.36
H 20.394270 4.850556 5.062161 -0.428 0.109 -0.077 0.39
H 21.575894 6.040649 4.633610 -0.431 0.795 -0.532 0.29
H 19.515506 7.042233 4.775006 -0.694 0.188 -0.098 0.03
```
Positions in Å, forces in eV/Å.

---

Question: Number 3 is which compound?
Answer: CHCl2O2P

---

Question: Which of these has the highest relative energy (zero: lowest compared OMol25 entry of this formula, charge and spin)?
Answer: CHCl2O2P